a:
Entry from OMol25: a cluster of 4 separate species, C4H14NO3 in total (wB97M-V/def2-TZVPD).

Geometry as XYZ:
```
22
Properties=species:S:1:pos:R:3:lowdin_charge:R:1
C -0.69019 -0.25146 1.86285 -0.016
C -0.66552 -0.32947 0.37741 -0.327
C -1.43988 -1.04578 -0.41935 0.105
C 1.02233 0.34063 -1.26374 0.164
N 0.35710 0.53136 -0.20564 0.073
H 0.23255 -0.69922 2.24862 0.102
H -0.79484 0.76072 2.25781 0.095
H -1.49584 -0.88193 2.24485 0.099
H -1.18912 -1.11837 -1.47074 0.073
H -2.34861 -1.56958 -0.15298 0.095
H 1.86923 0.97774 -1.46990 0.128
H 0.67979 -0.42704 -1.93901 0.116
H 0.59233 1.28472 0.45127 0.112
H 0.83438 -4.11825 1.32070 0.034
H 1.28290 -4.44686 -0.14488 0.043
O 0.95868 -3.75178 0.44315 -0.067
H -1.88765 1.29291 -1.82902 0.048
H -1.41415 2.25659 -2.92218 0.065
O -1.10333 1.75803 -2.15759 -0.049
H 2.25818 3.10057 1.51063 0.073
H 1.45139 3.49000 0.27032 0.068
O 1.49026 2.84648 0.98745 -0.035
```

Net charge: +1
Gap between HOMO and LUMO: 9.6 eV

***

b:
Entry from OMol25: a cluster of 2 separate species, C4H14NO3 in total (wB97M-V/def2-TZVPD).

Geometry as XYZ:
```
22
Properties=species:S:1:pos:R:3:lowdin_charge:R:1
C -1.88342 -0.48293 -1.69034 -0.189
O -1.29582 -0.80491 -2.94499 -0.048
C -0.83805 -0.06806 -0.62591 -0.247
C -0.19660 -1.27604 -0.00257 -0.133
C 0.66817 -0.96038 1.20856 -0.165
O 1.62951 0.06744 0.84520 -0.074
N 0.28468 0.65730 -1.35223 0.204
H -2.48673 -1.35356 -1.43090 0.137
H -2.62051 0.31182 -1.83821 0.130
H -1.23490 -0.05487 -3.55044 0.102
H -1.35629 0.65415 0.00032 0.165
H 0.27939 -1.91746 -0.73372 0.141
H -1.00839 -1.91345 0.34593 0.137
H 1.24619 -1.82553 1.46847 0.125
H 0.07005 -0.62949 2.03847 0.128
H 1.48083 0.88464 1.33783 0.082
H 1.02101 0.69451 -0.58891 0.130
H 0.73133 -0.01062 -1.98583 0.161
H -0.04859 1.41710 -1.93186 0.169
H 2.35951 2.79087 3.80421 0.056
H 1.42411 1.69792 4.21009 0.046
O 1.77451 2.12155 3.41682 -0.056
```

Net charge: +1
Gap between HOMO and LUMO: 11.6 eV

***

Relative energies, unit kcal/mol: a 10.5; b 0.0

***

a:
Entry from OMol25: the ion C3H4N with charge +1 (wB97M-V/def2-TZVPD).

Geometry as XYZ:
```
8
Properties=species:S:1:pos:R:3:lowdin_charge:R:1
C -0.00856 0.90730 0.87668 0.052
C 0.80046 0.57238 -0.10517 0.138
C 0.01130 -0.32268 -1.00740 -0.001
N -0.54778 -0.29186 0.35964 0.033
H -0.02136 1.45528 1.82905 0.164
H -0.40610 0.21729 -1.76253 0.104
H 0.62507 -1.27766 -1.35332 0.197
H -0.45303 -1.26004 1.16305 0.314
```

Net charge: +1
Gap between HOMO and LUMO: 10.1 eV

***

b:
Entry from OMol25: a cluster of 2 separate species, C3H4N in total (wB97M-V/def2-TZVPD).

Geometry as XYZ:
```
8
Properties=species:S:1:pos:R:3:lowdin_charge:R:1
C -1.41056 0.32163 0.11986 -0.200
C -2.53761 0.87385 -0.08526 0.242
C -0.33156 -0.43971 0.00146 -0.107
N 0.98638 0.13213 0.05181 0.205
H -0.57280 -1.83207 -0.42643 0.297
H 0.77348 1.17319 0.13860 0.216
H 1.60352 -0.14795 -0.69036 0.176
H 1.48914 -0.08107 0.89032 0.170
```

Net charge: +1
Gap between HOMO and LUMO: 8.6 eV

***

Relative energies, unit kcal/mol: a 0.0; b 23.2

***

a:
Entry from OMol25: the ion C3H3N2O with charge +1 (wB97M-V/def2-TZVPD).

Geometry as XYZ:
```
9
Properties=species:S:1:pos:R:3:lowdin_charge:R:1
C -1.05068 0.84288 0.18293 -0.041
C 0.22210 0.35132 0.17603 0.002
C 0.30235 -2.05341 0.32232 0.198
N -2.11431 0.12387 0.01368 0.061
N -2.83774 -0.70819 -0.06538 0.431
O 0.56628 -0.89114 -0.12189 -0.005
H -1.18399 1.94257 0.41296 0.183
H 1.08085 0.89893 0.45247 0.156
H 0.50492 -2.76221 -0.36208 0.016
```

Net charge: +1
Gap between HOMO and LUMO: 7.2 eV

***

b:
Entry from OMol25: the ion C3H3N2O with charge +1 (wB97M-V/def2-TZVPD).

Geometry as XYZ:
```
9
Properties=species:S:1:pos:R:3:lowdin_charge:R:1
C 1.02238 0.42656 1.13445 0.117
C -0.35183 0.45461 -0.58921 0.014
C 0.35375 -0.96606 0.99425 -0.272
N 0.49610 1.18492 0.21083 0.137
N -0.36286 -0.81030 -0.28706 0.217
O 0.39552 -1.97478 1.63913 0.248
H 1.80586 0.60437 1.92797 0.179
H -0.82360 0.79722 -1.58345 0.207
H -0.81724 -1.58929 -0.60620 0.151
```

Net charge: +1
Gap between HOMO and LUMO: 8.5 eV

***

c:
Entry from OMol25: the ion C3H3N2O with charge +1 (wB97M-V/def2-TZVPD).

Geometry as XYZ:
```
9
Properties=species:S:1:pos:R:3:lowdin_charge:R:1
C -0.87703 -0.09996 -0.05739 0.018
C -0.01990 0.91921 0.63682 0.067
C 1.08138 0.56023 0.09080 -0.047
N 2.76992 -0.41653 -1.15042 0.342
N 1.88695 -0.04012 -0.56249 -0.033
O -1.76311 -0.83968 0.57633 0.212
H -0.71025 -0.15990 -1.15758 0.175
H -2.15970 -1.58419 0.21685 0.121
H -0.20826 1.66095 1.40708 0.144
```

Net charge: +1
Gap between HOMO and LUMO (spin up / spin down): 7.5 / 7.5 eV

***

Relative energies, unit kcal/mol: a 103.1; b 0.0; c 82.2

***

a:
Entry from OMol25: the ion C2H2N3S2 with charge +1 (wB97M-V/def2-TZVPD).

Geometry as XYZ:
```
9
Properties=species:S:1:pos:R:3:lowdin_charge:R:1
C -1.35027 0.34110 0.27158 -0.177
C -2.74265 0.27814 0.24691 -0.533
N 0.59285 -0.53520 -0.48167 -0.294
N 3.22248 -0.31723 -0.11674 -0.286
N -0.63929 -0.56675 -0.43987 -0.018
S -4.24161 0.35425 0.31115 1.081
S 1.92231 -0.53056 0.44507 1.014
H -0.71094 1.20021 0.57902 0.137
H 3.94712 -0.22396 -0.81545 0.076
```

Net charge: +1
Gap between HOMO and LUMO (spin up / spin down): 7.4 / 7.4 eV

***

b:
Entry from OMol25: the ion C2H2N3S2 with charge +1 (wB97M-V/def2-TZVPD).

Geometry as XYZ:
```
9
Properties=species:S:1:pos:R:3:lowdin_charge:R:1
C 1.56996 0.76364 -0.93273 -0.062
C 0.63998 1.52733 -1.26283 0.252
N 1.37019 -0.94332 0.39514 -0.367
N 0.21470 -2.50917 1.75827 -0.180
N 2.27658 -0.22852 -0.17636 -0.466
S 4.02932 -0.88872 0.09804 0.613
S 1.64758 -2.24711 1.30355 1.085
H -0.02911 2.30937 -1.54454 0.070
H -0.53170 -1.83351 1.65357 0.055
```

Net charge: +1
Gap between HOMO and LUMO: 5.9 eV

***

Relative energies, unit kcal/mol: a 0.0; b 73.6

***

a:
Entry from OMol25: a cluster of 2 separate species, C3H10NO3 in total (wB97M-V/def2-TZVPD).

Geometry as XYZ:
```
17
Properties=species:S:1:pos:R:3:lowdin_charge:R:1
C -0.72886 0.26599 -1.67816 -0.081
C -1.26646 0.82506 -0.39605 -0.081
C -0.97951 -0.14992 0.70099 -0.456
O -1.38310 0.46692 1.86144 0.119
O -0.16621 -1.04842 0.72646 0.096
N 0.80912 -0.02269 -1.47448 0.183
H -1.24661 -0.61186 -2.10418 0.147
H -0.71027 1.03842 -2.50057 0.150
H -2.33888 0.99660 -0.46836 0.150
H -0.64755 1.71245 -0.07579 0.168
H -1.29416 0.04583 2.69692 0.116
H 1.26661 0.82491 -1.32891 0.122
H 1.22707 -0.47061 -2.23104 0.135
H 1.07292 -0.71049 -0.70306 0.127
H 3.50750 0.06650 0.47536 0.074
H 2.44646 -0.49709 1.34021 0.116
O 2.66206 -0.40382 0.34461 -0.084
```

Net charge: +1
Gap between HOMO and LUMO: 11.8 eV

***

b:
Entry from OMol25: a cluster of 2 separate species, C3H10NO3 in total (wB97M-V/def2-TZVPD).

Geometry as XYZ:
```
17
Properties=species:S:1:pos:R:3:lowdin_charge:R:1
O 1.01562 1.53552 -1.56408 0.160
C 0.04000 0.97289 -1.15492 -0.504
O -0.75652 0.22919 -1.90405 0.164
C -0.41958 0.88587 0.28309 -0.229
C -0.36373 -0.53306 0.80729 -0.018
N 0.43059 1.84604 1.08219 0.246
H -0.56154 0.19736 -2.84248 0.153
H -1.42776 1.29510 0.31691 0.172
H -1.13588 -1.09140 0.28768 0.095
H 0.56125 -1.10031 0.69297 0.096
H -0.61097 -0.57154 1.87156 0.103
H 1.39552 1.76754 0.73597 0.175
H 0.50549 1.63893 2.07972 0.183
H 0.13700 2.80497 0.88949 0.185
H 0.85424 -3.15193 -1.14525 0.021
H -0.29096 -3.23466 -0.13883 0.031
O 0.62720 -3.49050 -0.29729 -0.032
```

Net charge: +1
Gap between HOMO and LUMO: 10.8 eV

***

Relative energies, unit kcal/mol: a 2.6; b 0.0

***

a:
Entry from OMol25: a structure of composition C17H14Cl3FN3OsSSi (wB97M-V/def2-TZVPD).

Geometry as XYZ:
```
41
Properties=species:S:1:pos:R:3:lowdin_spin:R:1
Os 0.24029 0.01613 0.04204 2.457
N -1.64095 -0.96056 0.46671 0.045
C -1.51327 -2.38661 0.76609 0.005
C -2.57390 -3.13486 1.16916 0.002
C -2.40046 -4.51011 1.45041 -0.001
C -1.17570 -5.09573 1.31134 0.002
C -0.06072 -4.32829 0.89148 0.002
C 1.23896 -4.86150 0.71825 0.010
C 2.26060 -4.05110 0.31753 0.003
C 2.00022 -2.68488 0.10404 0.021
N 0.80570 -2.15933 0.25995 0.121
C -0.23507 -2.96269 0.63048 0.011
H -2.06829 -0.49974 1.27387 0.011
H -2.27189 -0.81842 -0.32610 0.007
H -3.55117 -2.67915 1.27813 0.000
H -3.25313 -5.09256 1.77003 0.000
H -1.04136 -6.15016 1.51634 0.000
H 1.40880 -5.91463 0.90684 0.000
H 3.26058 -4.43085 0.16622 0.001
H 2.79411 -2.01178 -0.19725 0.001
S 4.08477 2.04846 -1.54132 0.330
C 2.82251 1.36779 -0.95908 0.108
N 1.84018 0.83148 -0.50588 0.137
Cl 0.30984 1.50569 -3.48620 0.020
Si -0.59350 0.18014 -2.24563 0.135
Cl -0.40802 -1.70038 -3.06360 0.065
Cl -2.62723 0.59835 -2.26568 0.018
F -2.63449 -2.74385 5.10281 0.017
C -1.87255 -1.87172 4.42985 0.050
C -0.56073 -2.20375 4.15844 -0.009
C 0.20823 -1.30637 3.43431 0.049
C -0.31321 -0.08473 2.99301 0.031
C 0.48940 0.79871 2.13348 0.262
C -1.64090 0.22413 3.32334 0.043
C -2.42957 -0.66552 4.03571 0.000
H -0.16168 -3.14490 4.51261 -0.001
H 1.23984 -1.55175 3.20576 0.001
H 1.56516 0.67115 2.23729 0.022
H 0.20477 1.84713 2.12371 0.020
H -2.05204 1.18362 3.02628 0.002
H -3.45075 -0.43397 4.30764 -0.001
```

Net charge: +1
Spin multiplicity: 5
Expectation value of S²: 6.048
Gap between HOMO and LUMO (spin up / spin down): 7.0 / 6.5 eV

***

b:
Entry from OMol25: a structure of composition C17H14Cl3FN3OsSSi (wB97M-V/def2-TZVPD).

Geometry as XYZ:
```
41
Properties=species:S:1:pos:R:3:lowdin_spin:R:1
Os -0.32067 -0.67512 -0.36256 2.457
N 0.63872 1.13124 0.34972 0.041
C -0.04184 1.77448 1.47211 0.004
C 0.43658 2.90812 2.06005 0.002
C -0.27328 3.50037 3.12758 -0.002
C -1.44128 2.95278 3.57397 0.002
C -1.95419 1.77646 2.97908 0.002
C -3.15723 1.15053 3.38273 0.016
C -3.57734 0.01569 2.75031 0.003
C -2.79706 -0.51470 1.70815 0.026
N -1.67223 0.03955 1.31245 0.123
C -1.24113 1.18218 1.92328 0.017
H 0.67460 1.77702 -0.44754 0.008
H 1.60582 0.93691 0.60060 0.007
H 1.35382 3.36139 1.70514 0.000
H 0.11785 4.39884 3.58295 0.000
H -1.98904 3.41141 4.38645 0.000
H -3.73475 1.58180 4.19028 0.001
H -4.49319 -0.48333 3.02996 0.000
H -3.10432 -1.41255 1.18609 0.001
S -2.63170 -4.38536 -1.92063 0.319
C -1.87575 -3.13461 -1.38684 0.105
N -1.29139 -2.16895 -0.97463 0.120
Cl -0.58679 -0.63983 -4.13825 0.018
Si -0.96412 0.44264 -2.45161 0.123
Cl -2.96301 0.89835 -2.46610 0.054
Cl 0.05028 2.24767 -2.64100 0.020
F 3.79069 -1.10063 -4.77737 0.024
C 3.24576 -1.28845 -3.57325 0.067
C 3.52124 -0.37975 -2.56804 -0.009
C 2.94709 -0.58311 -1.32637 0.076
C 2.09255 -1.67310 -1.08068 0.053
C 1.40990 -1.84141 0.21153 0.217
C 1.86895 -2.58441 -2.13152 0.070
C 2.44235 -2.40054 -3.37044 -0.009
H 4.18191 0.45224 -2.76504 -0.002
H 3.21127 0.08893 -0.51693 0.003
H 1.90336 -1.36823 1.06128 0.023
H 1.10851 -2.85783 0.44781 0.019
H 1.23137 -3.44280 -1.96005 0.002
H 2.27770 -3.09392 -4.18267 -0.002
```

Net charge: +1
Spin multiplicity: 5
Expectation value of S²: 6.054
Gap between HOMO and LUMO (spin up / spin down): 6.7 / 6.5 eV

***

Relative energies, unit kcal/mol: a 1.3; b 0.0

***

a:
Entry from OMol25: the ion C2H3N2O2 with charge -1 (wB97M-V/def2-TZVPD).

Geometry as XYZ:
```
9
Properties=species:S:1:pos:R:3:lowdin_charge:R:1
C -0.46040 -0.68951 -1.35059 -0.937
C 0.64669 0.24108 0.77446 -0.366
N -0.22589 1.34953 0.78658 -0.014
N -0.47343 -0.41512 -0.00998 0.119
O -0.67227 -0.01582 -2.28823 0.038
O -0.24982 -1.91970 -1.25429 -0.029
H 1.32740 0.44119 0.00755 0.073
H 0.94828 -0.28998 1.70344 0.099
H -0.84056 1.29833 1.63106 0.017
```

Net charge: -1
Gap between HOMO and LUMO (spin up / spin down): 8.3 / 8.3 eV

***

b:
Entry from OMol25: a cluster of 2 separate species, C2H3N2O2 in total (wB97M-V/def2-TZVPD).

Geometry as XYZ:
```
9
Properties=species:S:1:pos:R:3:lowdin_charge:R:1
C -0.07323 0.49334 -0.21009 -0.126
C 0.73239 -0.32154 0.73837 -0.148
N 2.95803 -0.36142 0.26779 -0.146
N 0.16916 0.78612 1.17925 -0.294
O -0.43644 1.35922 2.15630 -0.203
O 3.27577 -1.54757 0.24766 -0.308
H 0.42742 1.10835 -0.95429 0.071
H -1.07234 0.16278 -0.51515 0.078
H 0.70758 -1.34769 1.04467 0.077
```

Net charge: -1
Gap between HOMO and LUMO (spin up / spin down): 6.0 / 6.7 eV

***

Relative energies, unit kcal/mol: a 0.0; b 98.9

***

a:
Entry from OMol25: the ion C2H3N2O2 with charge -1 (wB97M-V/def2-TZVPD).

Geometry as XYZ:
```
9
Properties=species:S:1:pos:R:3:lowdin_charge:R:1
C 2.56874 -0.07567 0.03090 -0.717
C 0.10833 0.17263 -0.03551 -0.299
N 1.40164 0.33152 0.78131 -0.112
N 2.36009 1.19938 0.04317 0.040
O -0.81491 -0.85992 0.35215 -0.103
O 3.23874 -1.10618 -0.08181 -0.067
H -0.49285 1.05418 0.03746 0.078
H 0.57192 0.24995 -1.03991 0.089
H -0.25198 -1.59703 0.70093 0.091
```

Net charge: -1
Gap between HOMO and LUMO: 7.3 eV

***

b:
Entry from OMol25: the ion C2H3N2O2 with charge -1 (wB97M-V/def2-TZVPD).

Geometry as XYZ:
```
9
Properties=species:S:1:pos:R:3:lowdin_charge:R:1
C 0.51136 -1.30551 -0.45387 -0.172
C -0.67964 -0.30757 -0.05671 -0.260
N -1.78060 -0.88467 0.11638 -0.305
N 2.08289 -1.26524 -0.05110 -0.051
O 2.40994 -0.17091 0.43620 -0.111
O -2.95595 -0.51741 0.42841 -0.297
H 0.29392 -2.35179 -0.34288 0.054
H 0.56902 -1.35066 -1.58204 0.084
H -0.59410 0.73186 0.18361 0.057
```

Net charge: -1
Gap between HOMO and LUMO: 5.5 eV

***

c:
Entry from OMol25: a structure of composition C2H3N2O2 (wB97M-V/def2-TZVPD).

Geometry as XYZ:
```
9
Properties=species:S:1:pos:R:3:lowdin_charge:R:1
C 0.29922 -0.07886 -0.52209 -0.196
C -0.84417 -0.68210 0.26775 -0.167
N -2.44435 -0.04098 -0.40424 -0.009
N 0.14278 -1.48709 -0.42280 -0.322
O 1.03305 -2.21189 0.30887 -0.386
O -3.41604 -0.49408 0.21218 -0.154
H 0.04516 0.32277 -1.60501 0.113
H 1.04666 0.46089 0.02361 0.065
H -1.13028 -0.83468 1.22230 0.057
```

Net charge: -1
Gap between HOMO and LUMO (spin up / spin down): 5.9 / 5.9 eV

***

d:
Entry from OMol25: a structure of composition C2H3N2O2 (wB97M-V/def2-TZVPD).

Geometry as XYZ:
```
9
Properties=species:S:1:pos:R:3:lowdin_charge:R:1
C 3.99474 -0.02039 -0.06205 -0.691
C 0.02118 0.09478 0.02066 -0.200
N 2.16084 -0.30090 -0.60966 0.011
N 1.43707 0.08852 0.30643 -0.186
O 4.25792 1.14474 0.03422 -0.018
O 4.44615 -1.10554 0.15516 -0.025
H -0.18985 0.83133 -0.68902 0.034
H -0.45334 0.38997 0.86332 0.007
H -0.39164 -0.85524 -0.37564 0.068
```

Net charge: -1
Gap between HOMO and LUMO: 6.8 eV

***

Relative energies, unit kcal/mol: a 27.8; b 101.8; c 141.6; d 0.0